[1]
ORCA calculation (the ωB97M-V functional and the def2-TZVPD basis) on a molecular structure, C6H20F18O28S6Zn in a non-equilibrium geometry.

XYZ file:
```
79
Properties=species:S:1:pos:R:3
Zn 1.31 -1.65 1.80
C -2.11 -3.67 3.42
F -3.10 -4.59 3.56
F -2.73 -2.71 2.76
F -1.69 -3.16 4.57
S -0.68 -4.43 2.46
O -0.17 -5.44 3.34
O -1.27 -4.84 1.19
O 0.29 -3.31 2.18
C 1.92 4.01 -4.02
F 1.95 5.31 -3.60
F 1.72 3.09 -3.09
F 0.97 4.06 -4.92
S 3.62 3.63 -4.80
O 3.77 4.64 -5.85
O 4.64 3.61 -3.74
O 3.52 2.32 -5.41
C -0.66 0.38 -1.61
F 0.06 1.47 -1.49
F -1.72 0.58 -2.42
F 0.09 -0.59 -2.11
S -1.17 -0.16 0.13
O -0.02 -0.96 0.61
O -1.45 1.07 0.95
O -2.36 -1.08 0.01
C 3.40 -4.54 -1.02
F 3.83 -4.88 -2.20
F 2.41 -5.39 -0.62
F 4.42 -4.52 -0.17
S 2.49 -2.81 -1.11
O 2.36 -2.29 0.27
O 3.36 -1.96 -1.94
O 1.14 -3.04 -1.67
C -0.86 0.40 5.55
F -1.92 -0.16 5.01
F -0.74 1.61 5.06
F -0.92 0.42 6.94
S 0.70 -0.54 4.80
O 0.42 -0.60 3.33
O 1.92 0.32 5.09
O 0.73 -1.89 5.40
C 4.73 1.40 0.83
F 5.16 0.17 0.77
F 5.68 2.15 1.47
F 4.47 1.96 -0.41
S 3.16 1.31 1.91
O 3.63 1.07 3.26
O 2.39 2.59 1.68
O 2.43 0.09 1.53
O -4.50 2.01 -3.65
H -4.28 1.84 -2.73
H -4.82 2.92 -3.66
O 0.79 4.11 -0.16
H 0.11 4.75 -0.35
H 1.09 3.82 -1.02
O -0.04 3.70 2.55
H -0.20 3.68 3.50
H -0.79 3.24 2.18
O -3.34 -3.62 0.07
H -4.30 -3.57 0.14
H -3.06 -2.71 -0.01
O 2.97 0.42 -3.56
H 3.18 -0.32 -2.98
H 2.24 0.86 -3.13
O 0.65 -2.55 -4.55
H -0.27 -2.82 -4.59
H 0.76 -2.23 -3.65
O -4.69 0.25 1.18
H -5.10 -0.56 0.89
H -3.79 0.01 1.38
O -4.30 1.78 -0.93
H -4.33 2.63 -0.49
H -4.29 1.14 -0.22
O -3.34 -2.52 -2.40
H -3.84 -2.40 -3.21
H -3.45 -1.70 -1.92
O -2.72 3.22 1.60
H -3.02 3.75 0.86
H -2.43 2.40 1.20
```

Output
E_tot: -8313.45605 Eh
Gap between HOMO and LUMO: 6.90 eV
HOMO level: -0.06 eV
E_LUMO: 6.833 eV
Energy relative to the best compared isomer or geometry (same formula, charge and spin): 39.3 kJ/mol
Total charge: -4
Multiplicity: 1
Maximum force: 0.0854 Eh/bohr

[2]
ORCA calculation (the ωB97M-V functional and the def2-TZVPD basis) on 3 unconnected molecules or ions with the total composition C2H3F2IO2 in a non-equilibrium geometry.

XYZ file:
```
10
Properties=species:S:1:pos:R:3
O 2.86 2.05 0.68
C 2.86 1.10 0.02
F 2.74 -0.13 0.35
F 3.29 1.14 -1.21
C -1.12 0.89 -2.01
O -0.06 0.43 -1.70
H -1.24 1.96 -2.29
H -2.15 0.37 -1.88
I 2.95 -2.64 3.40
H 2.41 -3.98 4.10
```

Output
E_tot: -725.87552 Eh
Gap between HOMO and LUMO: 10.61 eV
SMILES: O=C(F)F.C=O.I
HOMO level: -10.05 eV
E_LUMO: 0.562 eV
Energy relative to the best compared isomer or geometry (same formula, charge and spin): 8.3 kJ/mol
Multiplicity: 1
Maximum force: 0.0496 Eh/bohr

[3]
ORCA calculation (the ωB97M-V functional and the def2-TZVPD basis) on a molecular structure, C10H13MoN2O6 in a non-equilibrium geometry.

XYZ file:
```
32
Properties=species:S:1:pos:R:3
O -1.67 -3.11 0.74
C -1.62 -2.18 0.03
Mo 0.02 0.14 -0.88
O 1.62 -1.38 1.46
C 0.95 -0.86 0.65
C 1.22 1.74 -0.45
O 1.93 2.57 -0.10
C -0.69 2.09 -1.94
O -1.34 2.98 -2.23
C 0.78 -0.82 -2.38
O 1.25 -1.43 -3.30
H -1.53 -1.25 -0.89
C 1.35 1.54 3.36
N 0.14 1.07 3.99
C 0.21 0.58 5.35
C -0.99 1.14 3.20
O -0.96 1.54 2.03
N -2.19 0.66 3.74
C -2.67 1.03 5.08
C -3.27 0.51 2.77
H 1.85 2.29 3.99
H 1.03 2.03 2.42
H 2.04 0.72 3.13
H -0.15 1.33 6.08
H -0.35 -0.35 5.46
H 1.25 0.37 5.62
H -2.23 1.98 5.42
H -3.75 1.18 5.03
H -2.51 0.23 5.83
H -3.40 1.42 2.16
H -3.04 -0.34 2.11
H -4.19 0.27 3.31
```

Output
E_tot: -1016.63344 Eh
Gap between HOMO and LUMO (spin up / spin down): 6.90 / 5.96 eV
HOMO level (spin up / spin down): -20.70 / -19.83 eV
E_LUMO (spin up / spin down): -13.796 / -13.868 eV
Energy relative to the best compared isomer or geometry (same formula, charge and spin): 0.0 kJ/mol
Total charge: +3
Multiplicity: 3
Maximum force: 0.1740 Eh/bohr

[4]
ORCA calculation (the ωB97M-V functional and the def2-TZVPD basis) on 4 unconnected molecules or ions with the total composition C24H45NO13Si in a non-equilibrium geometry.

XYZ file:
```
84
Properties=species:S:1:pos:R:3
C 1.14 2.21 0.49
O 0.69 3.38 -0.14
C -0.47 3.22 -0.97
Si -2.04 3.83 -0.10
C -2.56 2.41 1.07
C -2.42 1.00 0.48
C -3.36 0.66 -0.70
C -2.67 0.66 -2.05
O -1.51 -0.18 -2.05
C -1.67 5.34 0.97
C -1.30 6.61 0.22
O -1.35 6.38 -1.21
C 0.06 7.21 0.61
N 1.03 6.23 1.12
C -3.48 4.13 -1.31
C -4.73 4.40 -0.49
C -5.66 5.44 -0.97
O -4.81 5.63 0.16
H 0.65 1.30 0.13
H 1.00 2.26 1.58
H 2.21 2.09 0.31
H -0.31 3.85 -1.85
H -0.58 2.20 -1.35
H -3.55 2.58 1.50
H -1.87 2.46 1.93
H -1.40 0.80 0.16
H -2.64 0.28 1.27
H -4.20 1.35 -0.70
H -3.79 -0.33 -0.54
H -3.35 0.37 -2.86
H -2.34 1.68 -2.29
H -0.82 0.31 -2.51
H -0.92 5.08 1.71
H -2.60 5.52 1.52
H -2.05 7.37 0.45
H -1.51 7.24 -1.61
H 0.45 7.66 -0.31
H -0.06 8.04 1.31
H 1.82 6.74 1.50
H 1.42 5.73 0.33
H -3.71 3.27 -1.93
H -3.33 5.02 -1.91
H -5.18 3.54 0.00
H -6.67 5.17 -0.71
H -5.38 6.04 -1.82
C -0.55 -3.16 -1.98
C 0.04 -4.38 -1.32
C -0.96 -5.34 -0.72
O -0.21 -5.94 0.34
C 0.73 -5.04 0.73
O 1.39 -5.15 1.71
O 0.81 -4.02 -0.15
H 0.23 -2.49 -2.32
H -1.16 -3.44 -2.84
H -1.17 -2.60 -1.28
H 0.71 -4.90 -2.01
H -1.30 -6.10 -1.42
H -1.83 -4.83 -0.29
C 4.07 -2.11 -4.51
C 3.80 -0.92 -3.63
C 3.56 -1.24 -2.17
O 2.72 -0.16 -1.76
C 2.04 0.26 -2.85
O 1.12 1.01 -2.81
O 2.56 -0.28 -3.97
H 4.16 -1.80 -5.55
H 4.99 -2.61 -4.21
H 3.24 -2.82 -4.46
H 4.60 -0.18 -3.73
H 4.47 -1.26 -1.57
H 3.02 -2.18 -2.03
C 2.97 -6.02 4.01
C 3.58 -7.23 4.67
C 2.58 -8.19 5.28
O 3.34 -8.80 6.33
C 4.29 -7.91 6.71
O 4.97 -8.01 7.68
O 4.36 -6.88 5.83
H 3.75 -5.35 3.66
H 2.35 -6.30 3.17
H 2.36 -5.46 4.73
H 4.24 -7.75 3.97
H 2.23 -8.95 4.58
H 1.72 -7.68 5.72
```

Output
E_tot: -2263.83821 Eh
Gap between HOMO and LUMO: 8.69 eV
SMILES: COC[Si@@](CCCCO)(C[C@H](O)CN)C[C@@H]1CO1.C[C@@H]1COC(=O)O1.C[C@@H]1COC(=O)O1.C[C@@H]1COC(=O)O1
HOMO level: -8.40 eV
E_LUMO: 0.292 eV
Multiplicity: 1
Maximum force: 0.0305 Eh/bohr

[5]
ORCA calculation (the ωB97M-V functional and the def2-TZVPD basis) on a gas-phase ion, C6H10O3 (charge +1) in a non-equilibrium geometry.

XYZ file:
```
19
Properties=species:S:1:pos:R:3
C 0.68 -0.08 -2.83
C 0.81 1.15 -1.96
H 0.91 0.28 -3.85
H -0.36 -0.41 -2.83
H 0.14 1.96 -2.26
H 1.84 1.51 -1.85
C 1.61 -1.20 -2.46
C 1.17 -2.34 -1.67
H 2.66 -1.11 -2.75
H 1.94 -3.02 -1.27
H 0.49 -3.00 -2.23
O 0.36 0.82 -0.56
H -0.22 1.50 -0.16
C 0.37 -1.88 -0.20
O 1.26 -1.00 0.52
C 1.32 0.28 0.42
O 2.00 1.04 1.01
H 0.25 -2.76 0.43
H -0.56 -1.37 -0.45
```

Output
E_tot: -459.95939 Eh
Gap between HOMO and LUMO (spin up / spin down): 8.56 / 10.99 eV
HOMO level (spin up / spin down): -12.38 / -15.41 eV
E_LUMO (spin up / spin down): -3.813 / -4.417 eV
Energy relative to the best compared isomer or geometry (same formula, charge and spin): 0.0 kJ/mol
Total charge: +1
Multiplicity: 2
Maximum force: 0.0658 Eh/bohr

[6]
ORCA calculation (the ωB97M-V functional and the def2-TZVPD basis) on 2 unconnected molecules or ions with the total composition CH4ClNOS in a non-equilibrium geometry.

XYZ file:
```
9
Properties=species:S:1:pos:R:3
C -0.08 -2.86 0.20
N 2.90 -1.49 -0.67
O 4.27 0.58 0.03
S 3.12 -0.26 0.27
Cl -1.05 -1.38 -0.06
H -0.79 -3.35 0.83
H 0.92 -2.57 0.73
H 3.57 -1.61 -1.43
H 0.22 -3.28 -0.71
```

Output
E_tot: -1028.82455 Eh
Gap between HOMO and LUMO: 9.71 eV
HOMO level: -10.58 eV
E_LUMO: -0.873 eV
Energy relative to the best compared isomer or geometry (same formula, charge and spin): 111.1 kJ/mol
Multiplicity: 1
Maximum force: 0.0734 Eh/bohr

[7]
ORCA calculation (the ωB97M-V functional and the def2-TZVPD basis) on 2 unconnected molecules or ions with the total composition C3BrF5O in a non-equilibrium geometry.

XYZ file:
```
10
Properties=species:S:1:pos:R:3
C 0.49 -1.08 0.88
C -1.39 1.82 0.34
C 1.08 -1.07 -0.56
O -0.97 0.70 0.31
F 0.08 -2.26 1.13
F -2.62 2.01 -0.11
F 0.36 -1.66 -1.49
F 1.47 0.13 -0.94
F 2.19 -1.94 -0.39
Br -0.67 3.35 0.82
```

Output
E_tot: -3262.77197 Eh
Gap between HOMO and LUMO: 9.29 eV
HOMO level: -9.61 eV
E_LUMO: -0.326 eV
Energy relative to the best compared isomer or geometry (same formula, charge and spin): 46.0 kJ/mol
Multiplicity: 1
Maximum force: 0.0860 Eh/bohr

[8]
ORCA calculation (the ωB97M-V functional and the def2-TZVPD basis) on a molecular structure, CH4N6 in a non-equilibrium geometry.

XYZ file:
```
11
Properties=species:S:1:pos:R:3
C -0.26 0.41 -0.10
H -3.38 -0.33 -0.36
H -2.60 -0.40 1.20
H -0.60 -1.59 0.15
H 0.92 2.08 0.89
N -2.28 -0.50 0.09
N -1.57 0.80 -0.20
N 0.27 -0.87 -0.06
N 1.63 -1.05 -0.04
N 2.06 0.20 0.08
N 0.92 1.10 -0.05
```

Output
E_tot: -368.82157 Eh
Gap between HOMO and LUMO: 8.35 eV
HOMO level: -8.52 eV
E_LUMO: -0.163 eV
Energy relative to the best compared isomer or geometry (same formula, charge and spin): 403.2 kJ/mol
Multiplicity: 1
Maximum force: 0.1184 Eh/bohr

[9]
ORCA calculation (the ωB97M-V functional and the def2-TZVPD basis) on a molecular structure, C36H45F5N9S2SiTi in a non-equilibrium geometry.

XYZ file:
```
99
Properties=species:S:1:pos:R:3
Ti -0.39 -0.59 -0.14
C 0.23 3.62 -0.05
C -0.80 2.78 0.70
N -0.32 1.46 1.19
C 1.00 1.61 1.87
C 1.00 2.52 3.09
C -1.37 0.92 2.08
C -0.89 -0.39 2.69
N -0.13 -1.12 1.66
C 0.93 -1.95 2.09
C 2.15 -1.91 1.43
F 2.32 -1.01 0.45
C 3.20 -2.71 1.80
F 4.36 -2.61 1.13
C 3.08 -3.59 2.86
C 1.89 -3.62 3.55
F 1.73 -4.44 4.58
C 0.82 -2.81 3.18
F -0.34 -2.92 3.83
H -0.31 4.43 -0.55
H 0.75 3.05 -0.81
H 0.97 4.07 0.61
H -1.63 2.60 0.05
H -1.17 3.35 1.56
H 1.69 1.99 1.11
H 1.37 0.63 2.14
H 0.67 3.53 2.86
H 2.02 2.59 3.48
H 0.37 2.14 3.90
H -2.26 0.76 1.47
H -1.64 1.61 2.88
H -1.74 -0.96 3.07
H -0.23 -0.19 3.54
H 3.90 -4.23 3.15
C 0.07 -4.31 0.23
Si 0.56 -3.58 -1.41
C 2.33 -4.00 -1.75
C -0.59 -4.37 -2.64
N 0.43 -1.79 -1.40
C 0.83 -1.07 -2.56
C 1.10 -1.59 -3.83
C 1.38 -0.74 -4.90
C 1.38 0.64 -4.74
C 1.15 1.19 -3.49
C 0.92 0.31 -2.48
F 0.70 0.78 -1.17
H -0.50 -5.22 0.03
H -0.55 -3.68 0.86
H 0.95 -4.60 0.81
H 2.58 -4.95 -1.27
H 3.00 -3.23 -1.36
H 2.55 -4.11 -2.82
H -0.35 -5.43 -2.66
H -0.52 -3.99 -3.66
H -1.63 -4.27 -2.32
H 1.10 -2.65 -3.99
H 1.58 -1.18 -5.87
H 1.58 1.29 -5.59
H 1.16 2.25 -3.30
N -6.96 -3.90 -1.21
C -5.92 -3.46 -1.03
C -4.61 -2.89 -0.79
C -3.83 -2.47 -1.85
C -2.58 -1.93 -1.58
N -2.09 -1.85 -0.33
C -2.85 -2.29 0.68
C -4.11 -2.81 0.51
H -4.18 -2.52 -2.87
H -1.91 -1.72 -2.39
H -2.42 -2.22 1.67
H -4.68 -3.16 1.35
C 4.25 4.69 -0.50
N 4.49 3.64 0.46
C 5.31 3.88 1.64
C 5.45 2.48 2.27
N 4.81 1.63 1.27
C 4.34 2.32 0.20
S 3.67 1.63 -1.16
H 4.09 5.62 0.03
H 3.36 4.45 -1.09
H 5.09 4.81 -1.19
H 4.82 4.59 2.31
H 6.27 4.30 1.36
H 4.93 2.41 3.23
H 6.49 2.20 2.42
H 4.95 0.64 1.19
C -7.01 1.50 -0.31
C -5.70 2.16 -0.64
C -5.55 3.53 -0.72
C -4.29 4.01 -1.01
N -3.24 3.21 -1.22
C -3.49 1.91 -1.15
S -2.21 0.75 -1.60
N -4.66 1.34 -0.86
H -7.84 2.19 -0.42
H -6.99 1.16 0.73
H -7.16 0.63 -0.94
H -6.39 4.20 -0.56
H -4.10 5.08 -1.07
```

Output
E_tot: -4326.17640 Eh
Gap between HOMO and LUMO: 6.69 eV
HOMO level: -10.37 eV
E_LUMO: -3.684 eV
Energy relative to the best compared isomer or geometry (same formula, charge and spin): 168.5 kJ/mol
Total charge: +1
Multiplicity: 1
Maximum force: 0.0245 Eh/bohr

[10]
ORCA calculation (the ωB97M-V functional and the def2-TZVPD basis) on C8H11N3 in the gas phase in a non-equilibrium geometry.

XYZ file:
```
22
Properties=species:S:1:pos:R:3
C -0.31 -0.10 -3.56
N -0.21 -0.75 -2.34
C -0.54 -2.16 -2.17
N -0.15 -0.01 -1.23
N -0.02 -0.62 -0.11
C 0.10 0.16 1.04
C 0.34 -0.50 2.27
C 0.49 0.15 3.45
C 0.38 1.58 3.50
C 0.30 2.27 2.30
C 0.17 1.54 1.07
H -1.18 -0.41 -4.13
H -0.37 1.02 -3.37
H 0.63 -0.13 -4.07
H -0.46 -2.79 -3.03
H 0.20 -2.52 -1.45
H -1.45 -2.30 -1.66
H 0.42 -1.62 2.33
H 0.76 -0.46 4.34
H 0.52 2.13 4.39
H 0.32 3.38 2.20
H 0.07 2.15 0.21
```

Output
E_tot: -475.61946 Eh
Gap between HOMO and LUMO: 8.55 eV
SMILES: CN(C)/N=N/c1ccccc1
HOMO level: -7.93 eV
E_LUMO: 0.615 eV
Energy relative to the best compared isomer or geometry (same formula, charge and spin): 174.6 kJ/mol
Multiplicity: 1
Maximum force: 0.0670 Eh/bohr

[11]
ORCA calculation (the ωB97M-V functional and the def2-TZVPD basis) on C6H11NO in the gas phase in a non-equilibrium geometry.

XYZ file:
```
19
Properties=species:S:1:pos:R:3
C -1.48 1.67 -0.39
C -0.58 1.84 0.89
C 0.38 0.63 1.31
O 0.67 0.55 2.47
N 0.87 -0.09 0.28
C 1.56 -1.33 0.60
C 0.21 -1.37 -0.12
C 0.22 -1.72 -1.60
H -2.19 0.88 -0.25
H -2.01 2.59 -0.68
H -0.78 1.42 -1.22
H 0.13 2.64 0.81
H -1.10 2.05 1.81
H 1.69 -1.45 1.68
H 2.44 -1.54 -0.01
H -0.79 -1.44 0.41
H 1.11 -1.21 -2.07
H 0.31 -2.80 -1.85
H -0.65 -1.32 -2.05
```

Output
E_tot: -365.16471 Eh
Gap between HOMO and LUMO: 10.65 eV
SMILES: CCC(=O)N1C[C@@H]1C
HOMO level: -9.64 eV
E_LUMO: 1.010 eV
Energy relative to the best compared isomer or geometry (same formula, charge and spin): 175.3 kJ/mol
Multiplicity: 1
Maximum force: 0.0696 Eh/bohr

[12]
ORCA calculation (the ωB97M-V functional and the def2-TZVPD basis) on a molecular structure, C48H25CuF20GeN2O2S3Se in a non-equilibrium geometry.

XYZ file:
```
103
Properties=species:S:1:pos:R:3
Cu -0.26 -0.58 0.01
C 5.11 0.62 1.56
C 4.82 0.09 0.16
N 4.19 -1.23 0.18
C 5.09 -2.38 0.24
C 5.50 -2.85 -1.15
C 2.86 -1.38 0.19
S 1.93 0.06 0.33
N 2.41 -2.64 0.12
C 1.18 -3.04 -0.10
O 0.14 -2.37 -0.37
C 0.97 -4.53 -0.10
C -0.33 -5.01 -0.27
C -0.57 -6.37 -0.30
C 0.48 -7.27 -0.16
C 1.77 -6.79 0.02
C 2.02 -5.43 0.05
H 5.61 1.58 1.50
H 5.74 -0.07 2.13
H 4.17 0.76 2.10
H 5.75 0.00 -0.41
H 4.16 0.78 -0.36
H 4.58 -3.18 0.76
H 5.96 -2.09 0.82
H 4.63 -3.21 -1.70
H 6.22 -3.67 -1.07
H 5.97 -2.05 -1.72
H -1.13 -4.30 -0.36
H -1.58 -6.74 -0.43
H 0.29 -8.33 -0.18
H 2.59 -7.49 0.14
H 3.02 -5.05 0.19
F 2.50 9.26 -0.68
C 2.34 7.96 -0.40
C 1.13 7.48 0.07
F 0.12 8.34 0.27
C 0.97 6.14 0.34
F -0.23 5.73 0.78
C 2.00 5.20 0.17
Se 1.76 3.37 0.51
C 3.21 5.72 -0.30
F 4.25 4.91 -0.49
C 3.38 7.06 -0.59
F 4.56 7.51 -1.04
F -5.23 -2.77 -3.08
C -5.90 -2.05 -2.17
C -5.61 -2.20 -0.82
C -6.32 -1.39 0.05
F -6.07 -1.47 1.37
C -7.27 -0.49 -0.37
F -7.93 0.27 0.50
C -7.54 -0.37 -1.72
F -8.46 0.49 -2.15
C -6.85 -1.16 -2.63
F -7.11 -1.04 -3.94
Ge -3.91 -3.06 -0.19
S -2.76 -1.33 0.18
C -3.47 -4.52 -1.51
C -2.59 -4.24 -2.54
F -2.08 -3.02 -2.66
C -2.23 -5.19 -3.48
F -1.37 -4.91 -4.46
C -2.80 -6.45 -3.41
F -2.48 -7.37 -4.32
C -3.70 -6.75 -2.41
F -4.26 -7.96 -2.36
C -4.00 -5.79 -1.46
F -4.86 -6.13 -0.49
C -4.34 -4.10 1.48
C -5.61 -4.40 1.92
F -6.67 -4.23 1.12
C -5.84 -4.92 3.19
F -7.08 -5.19 3.61
C -4.76 -5.16 4.03
F -4.97 -5.65 5.25
C -3.48 -4.89 3.60
F -2.45 -5.15 4.41
C -3.29 -4.37 2.33
F -2.04 -4.13 1.92
O -1.28 1.07 0.17
S -1.44 2.57 0.14
C -2.52 2.99 1.53
C -3.28 2.02 2.16
C -4.14 2.39 3.18
C -4.22 3.72 3.57
C -3.44 4.68 2.95
C -2.57 4.32 1.93
C -2.74 2.83 -1.10
C -3.42 1.75 -1.62
C -4.44 1.97 -2.54
C -4.76 3.26 -2.92
C -4.06 4.34 -2.39
C -3.04 4.13 -1.48
H -3.21 0.99 1.84
H -4.74 1.63 3.67
H -4.89 4.00 4.37
H -3.49 5.71 3.27
H -1.93 5.06 1.46
H -3.16 0.74 -1.31
H -4.97 1.13 -2.96
H -5.57 3.44 -3.63
H -4.31 5.35 -2.69
H -2.47 4.96 -1.08
```

Output
E_tot: -11414.87121 Eh
Gap between HOMO and LUMO (spin up / spin down): 6.10 / 4.88 eV
HOMO level (spin up / spin down): -4.25 / -4.24 eV
E_LUMO (spin up / spin down): 1.852 / 0.633 eV
Total charge: -1
Multiplicity: 2
Maximum force: 0.0218 Eh/bohr

- Number 5 is which compound?
  C6H10O3